# 1
Computed, not measured: a 2-piece molecular cluster, C2H8NOPS overall in a non-equilibrium geometry, with ωB97M-V/def2-TZVPD.

electronic energy: -25863.76154 eV
highest occupied orbital energy (alpha / beta): -8.86 / -8.86 eV
frontier orbital gap (alpha / beta): 8.6 / 8.6 eV
molecular weight: 125.1 g/mol

Element x y z (Å)
1 C -1.335 0.794 -1.584
2 C 1.658 0.653 1.770
3 N -0.598 -2.432 -0.856
4 O -1.350 0.087 1.181
5 P -0.618 -0.006 -0.125
6 S 1.385 0.679 -0.040
7 H -1.119 1.888 -1.234
8 H -1.008 0.757 -2.600
9 H -2.316 0.564 -1.407
10 H 1.602 -0.371 2.096
11 H 0.886 1.340 2.250
12 H 2.740 1.146 1.891
13 H -0.280 -2.745 0.065
14 H 0.352 -2.355 -1.405


# 2
Computed, not measured: C6H5BiCl2GaNO3 as an isolated structure in a non-equilibrium geometry, with ωB97M-V/def2-TZVPD.

electronic energy: -97146.80769 eV
highest occupied orbital energy: -21.91 eV
charge: +4
frontier orbital gap: 5.4 eV
molecular weight: 488.7 g/mol

Element x y z (Å)
1 Ga 0.032 1.002 -7.363
2 Bi 0.085 0.245 -0.065
3 Cl -0.532 2.869 -6.544
4 Cl 2.105 -1.169 0.090
5 C -0.847 -1.510 1.557
6 C -0.435 1.423 -9.231
7 C 0.533 -0.777 -7.946
8 O -1.165 -2.251 2.359
9 O -0.741 1.715 -10.310
10 O 0.791 -1.817 -8.421
11 C -0.533 -0.350 5.887
12 C 0.533 0.352 5.032
13 C 0.312 0.216 3.668
14 N 0.147 0.237 2.502
15 H -1.526 0.072 5.669
16 H -0.323 -0.213 6.949
17 H -0.542 -1.428 5.666
18 H 0.556 1.448 5.253
19 H 1.548 -0.064 5.250


# 3
Computed, not measured: a 2-piece molecular cluster, C2H5BO4 overall in a non-equilibrium geometry, with ωB97M-V/def2-TZVPD.

electronic energy: -11019.35521 eV
highest occupied orbital energy (alpha / beta): -8.22 / -7.50 eV
frontier orbital gap (alpha / beta): 7.9 / 7.4 eV
molecular weight: 103.9 g/mol

Element x y z (Å)
1 B -2.256 -0.058 -0.286
2 C 0.691 0.447 -0.516
3 C 2.726 -0.190 0.455
4 O 1.097 1.470 -1.092
5 O -2.890 -0.918 -1.140
6 O -2.650 0.542 0.813
7 O 1.310 -0.375 0.228
8 H 2.758 0.594 1.191
9 H 3.190 0.203 -0.413
10 H 3.322 -0.946 0.914
11 H -3.696 -1.396 -1.048
12 H -3.602 0.629 0.895